(1)
{
  "formula": "H26O13",
  "method": "ωB97M-V/def2-TZVPD",
  "elements": ["H", "H", "H", "H", "H", "H", "H", "H", "H", "H", "H", "H", "H", "H", "H", "H", "H", "H", "H", "H", "H", "H", "H", "H", "H", "H", "O", "O", "O", "O", "O", "O", "O", "O", "O", "O", "O", "O", "O"],
  "coordinates": [[-1.406, 0.141, 0.202], [-0.505, -0.567, -0.796], [-1.265, -3.208, -1.778], [-2.451, -3.507, -0.877], [-5.249, -3.850, -0.469], [-4.344, -2.881, -1.211], [3.433, -1.415, 0.668], [3.941, -2.792, 1.062], [3.815, -0.873, -1.763], [5.194, -1.499, -1.889], [-1.662, 2.644, 1.910], [-1.572, 1.895, 3.229], [0.479, -1.177, 4.366], [0.251, -0.672, 2.950], [-3.721, -0.910, 0.677], [-3.968, 0.577, 0.874], [3.342, 1.755, 0.603], [3.256, 3.155, 0.018], [2.461, -2.888, 0.142], [3.062, -2.576, -1.218], [1.304, 0.809, -0.412], [2.275, 0.769, -1.581], [1.043, 4.076, -0.279], [1.371, 3.683, -1.710], [-3.212, 2.994, -1.961], [-4.095, 2.956, -0.725], [-0.660, 0.292, -0.389], [-2.148, -2.894, -1.556], [-5.168, -2.921, -0.713], [3.681, -1.942, 1.435], [4.649, -0.974, -1.291], [-2.197, 2.152, 2.543], [0.950, -0.860, 3.587], [-4.334, -0.204, 0.443], [3.243, 2.224, -0.233], [2.317, -2.356, -0.648], [1.867, 0.207, -0.912], [0.876, 4.330, -1.194], [-3.297, 3.365, -1.076]],
  "orbital_gap_ev": 10.63,
  "de_lowest_ev": 3.6844
}



(2)
{
  "formula": "H28O14",
  "method": "ωB97M-V/def2-TZVPD",
  "elements": ["O", "H", "H", "O", "H", "H", "O", "H", "H", "O", "H", "H", "O", "H", "H", "O", "H", "H", "O", "H", "H", "O", "H", "H", "O", "H", "H", "O", "H", "H", "O", "H", "H", "O", "H", "H", "O", "H", "H", "O", "H", "H"],
  "coordinates": [[-0.594, 36.388, 1.289], [-0.184, 36.355, 2.150], [-1.049, 35.496, 1.162], [4.016, 38.723, 2.585], [4.618, 38.893, 1.729], [3.513, 39.435, 2.672], [2.866, 41.230, 0.555], [3.718, 40.682, 0.464], [2.446, 40.410, 1.254], [0.199, 36.934, 3.935], [1.088, 37.084, 4.363], [-0.597, 37.416, 4.372], [1.116, 39.391, 1.872], [1.261, 39.117, 2.750], [0.298, 39.002, 1.496], [-1.121, 40.454, 1.298], [-1.650, 41.054, 1.666], [-0.099, 40.809, 1.479], [1.354, 39.203, 4.904], [1.944, 39.791, 4.409], [1.676, 38.883, 5.664], [3.007, 36.266, 1.428], [3.683, 35.706, 1.899], [2.875, 37.215, 1.804], [0.233, 41.080, 5.835], [0.842, 41.950, 6.313], [0.744, 40.438, 5.339], [2.809, 37.598, -0.264], [3.117, 36.974, 0.443], [1.833, 37.289, -0.344], [1.031, 40.655, -1.029], [0.217, 41.194, -1.039], [1.654, 40.838, -0.299], [3.034, 40.713, 3.645], [2.727, 41.327, 3.041], [3.888, 40.987, 4.014], [0.269, 41.817, 2.515], [-0.039, 42.548, 2.090], [-0.391, 41.726, 3.138], [0.448, 38.054, -0.065], [-0.417, 38.453, -0.434], [0.300, 37.203, 0.437]],
  "orbital_gap_ev": 8.12,
  "de_lowest_ev": 8.9621
}



(3)
{
  "formula": "H28O14",
  "method": "ωB97M-V/def2-TZVPD",
  "elements": ["O", "H", "H", "O", "H", "H", "O", "H", "H", "O", "H", "H", "O", "H", "H", "O", "H", "H", "O", "H", "H", "O", "H", "H", "O", "H", "H", "O", "H", "H", "O", "H", "H", "O", "H", "H", "O", "H", "H", "O", "H", "H"],
  "coordinates": [[-0.519, -1.955, 2.418], [-0.538, -2.601, 3.129], [-1.440, -1.808, 2.273], [1.592, -2.355, -0.923], [2.176, -2.789, -1.511], [1.077, -3.056, -0.598], [-3.376, -0.915, -1.602], [-3.820, -1.138, -2.362], [-3.202, -0.017, -1.806], [-0.940, -1.901, -2.887], [-1.465, -2.653, -2.602], [-1.424, -1.140, -2.646], [2.463, 1.982, -0.689], [1.984, 1.289, -1.141], [1.882, 2.188, -0.002], [-0.882, 1.930, -1.688], [-1.438, 2.661, -1.885], [-0.292, 1.773, -2.473], [-1.638, -2.648, -0.204], [-2.338, -2.313, -0.722], [-1.022, -1.870, -0.157], [1.409, 0.098, -2.175], [1.988, -0.233, -2.809], [0.933, -0.691, -1.973], [-0.159, 0.232, 4.022], [-0.261, -0.443, 3.313], [0.764, 0.377, 3.988], [-2.356, 2.981, 0.484], [-1.773, 2.545, -0.107], [-1.949, 3.817, 0.453], [1.850, -0.578, 1.003], [1.755, -1.192, 0.287], [1.395, -1.143, 1.649], [-0.668, -0.145, -0.028], [0.165, -0.134, 0.454], [-0.589, 0.401, -0.760], [0.423, 2.021, 1.349], [0.616, 2.230, 2.232], [0.005, 2.786, 0.928], [3.129, 1.593, 2.277], [3.969, 1.645, 1.810], [2.517, 1.172, 1.683]],
  "orbital_gap_ev": 9.90,
  "de_lowest_ev": 2.3121
}



(4)
{
  "formula": "H28O14",
  "method": "ωB97M-V/def2-TZVPD",
  "elements": ["O", "H", "H", "O", "H", "H", "O", "H", "H", "O", "H", "H", "O", "H", "H", "O", "H", "H", "O", "H", "H", "O", "H", "H", "O", "H", "H", "O", "H", "H", "O", "H", "H", "O", "H", "H", "O", "H", "H", "O", "H", "H"],
  "coordinates": [[3.175, 0.145, -3.242], [2.883, 0.918, -2.870], [4.022, -0.077, -2.596], [-1.182, 0.604, 3.591], [-1.724, 1.022, 4.257], [-1.386, 1.023, 2.855], [-0.429, 2.700, -1.531], [-1.035, 2.124, -2.134], [-1.087, 3.341, -1.124], [-3.647, -1.363, 2.234], [-4.119, -1.928, 2.837], [-3.724, -0.484, 2.504], [2.318, -0.804, 1.132], [1.542, -0.783, 0.485], [2.523, 0.235, 0.952], [2.695, 1.848, 0.953], [2.205, 1.873, 1.857], [2.242, 2.338, 0.491], [0.690, -2.723, -3.429], [0.236, -3.617, -3.180], [1.677, -3.007, -3.461], [-0.910, 0.487, 1.015], [-0.327, -0.220, 1.254], [-0.603, 1.027, 0.373], [-1.685, 2.730, 1.942], [-1.957, 3.480, 1.330], [-0.979, 2.332, 1.550], [-3.061, -1.571, -0.970], [-2.156, -1.902, -1.129], [-3.255, -2.119, -0.115], [1.376, -1.559, 3.999], [0.631, -0.948, 3.863], [1.632, -1.774, 3.028], [-1.016, -0.994, -2.416], [-0.437, -1.761, -2.645], [-0.376, -0.297, -2.590], [-2.751, 0.972, -1.637], [-2.898, 1.377, -2.435], [-2.693, 0.101, -1.789], [4.672, -0.611, -1.071], [4.851, -1.371, -1.680], [4.065, -0.762, -0.462]],
  "orbital_gap_ev": 10.24,
  "de_lowest_ev": 5.8113
}



(5)
{
  "formula": "H28O14",
  "method": "ωB97M-V/def2-TZVPD",
  "elements": ["O", "H", "H", "O", "H", "H", "O", "H", "H", "O", "H", "H", "O", "H", "H", "O", "H", "H", "O", "H", "H", "O", "H", "H", "O", "H", "H", "O", "H", "H", "O", "H", "H", "O", "H", "H", "O", "H", "H", "O", "H", "H"],
  "coordinates": [[2.671, 0.139, 0.035], [2.578, -0.277, -0.841], [2.921, -0.568, 0.607], [0.589, -0.725, 2.369], [0.778, 0.028, 2.913], [1.484, -0.840, 1.994], [1.151, -2.810, 0.023], [0.772, -1.948, -0.069], [2.056, -2.723, -0.243], [-1.180, 1.636, -1.791], [-2.021, 2.000, -1.576], [-1.056, 0.841, -1.297], [-1.822, -2.405, -1.584], [-1.524, -2.142, -0.738], [-1.865, -3.360, -1.569], [0.561, 2.664, 0.203], [-0.074, 2.389, -0.417], [0.209, 3.537, 0.490], [-0.044, -0.370, -0.403], [-0.561, -0.091, 0.341], [0.771, 0.104, -0.258], [-1.734, 1.070, 1.109], [-2.039, 1.929, 1.276], [-1.990, 0.794, 1.968], [-4.048, -0.413, -0.281], [-3.211, -0.014, -0.130], [-4.115, -0.489, -1.231], [3.480, 2.015, 1.776], [4.001, 1.277, 2.152], [2.948, 1.597, 1.128], [-0.127, -1.208, -3.479], [-0.673, -0.483, -3.725], [-0.582, -1.564, -2.752], [2.215, -0.365, -2.547], [1.275, -0.416, -2.837], [2.594, -0.474, -3.434], [-1.669, -2.014, 1.387], [-0.966, -1.568, 1.918], [-2.414, -1.742, 1.872], [0.129, 2.174, 2.906], [0.670, 2.976, 2.689], [-0.139, 1.848, 2.064]],
  "orbital_gap_ev": 10.77,
  "de_lowest_ev": 1.4508
}



Number 1: HOMO energy -10.693 eV. Number 2: HOMO energy -8.405 eV. Number 3: HOMO energy -10.070 eV. Number 4: HOMO energy -10.473 eV. Number 5: HOMO energy -10.987 eV.